# C28H21Br2N3O4S5Ta

A molecular structure, C28H21Br2N3O4S5Ta (wB97M-V/def2-TZVPD, the Open Molecules 2025 dataset).

## Properties
Multiplicity: 1
Lowest unoccupied orbital energy: 1.69 eV
F_max: 0.138 eV/A
Energy relative to the best compared isomer or geometry (same formula, charge and spin): 42.1 kcal/mol
Net charge: -1
Gap between HOMO and LUMO: 5.3 eV

CARTESIAN COORDINATES (ANGSTROEM)
Ta (0.176, 0.335, 0.383)
S (-1.937, -0.504, -0.425)
S (-2.192, -2.565, -0.746)
S (-3.069, -2.677, -2.588)
S (-1.675, -2.637, -4.057)
C (-1.731, -1.655, 5.621)
C (-2.481, -1.224, 4.535)
C (-1.919, -1.183, 3.268)
C (-0.604, -1.589, 3.099)
C (0.151, -2.035, 4.173)
C (-0.416, -2.060, 5.437)
N (-0.033, -1.555, 1.783)
N (0.465, -2.645, 1.438)
C (0.996, -2.634, 0.149)
C (1.479, -3.842, -0.350)
C (1.918, -3.889, -1.656)
C (1.864, -2.734, -2.434)
C (1.414, -1.532, -1.908)
C (0.966, -1.450, -0.590)
H (-2.172, -1.676, 6.609)
H (-3.510, -0.918, 4.673)
H (-2.489, -0.855, 2.408)
H (1.175, -2.341, 4.005)
H (0.173, -2.397, 6.281)
H (1.469, -4.718, 0.286)
H (2.269, -4.818, -2.084)
H (2.159, -2.779, -3.475)
H (1.365, -0.662, -2.549)
Br (2.844, 3.901, 0.084)
C (1.887, 3.643, -1.518)
C (1.918, 4.639, -2.515)
C (1.219, 4.469, -3.671)
Br (1.296, 5.840, -4.985)
C (0.445, 3.304, -3.906)
C (-0.327, 3.045, -5.063)
C (-1.038, 1.885, -5.148)
C (-0.995, 0.957, -4.080)
N (-0.289, 1.171, -3.000)
C (0.424, 2.314, -2.900)
C (1.163, 2.492, -1.689)
O (1.123, 1.540, -0.769)
H (2.500, 5.533, -2.348)
H (-0.342, 3.771, -5.865)
H (-1.634, 1.658, -6.022)
H (-1.530, 0.009, -4.128)
C (4.707, 0.096, 2.650)
C (3.556, 0.291, 3.396)
C (2.310, 0.287, 2.777)
C (2.173, 0.081, 1.401)
C (3.352, -0.106, 0.672)
C (4.600, -0.098, 1.280)
H (5.679, 0.099, 3.129)
H (3.620, 0.455, 4.466)
H (1.437, 0.468, 3.391)
H (3.300, -0.264, -0.399)
H (5.489, -0.245, 0.678)
C (-2.280, 2.716, -0.546)
S (-1.656, 2.092, 1.997)
O (-1.256, 2.206, 0.320)
O (-1.422, 3.403, 2.544)
O (-0.416, 1.186, 2.191)
H (-2.410, 3.779, -0.348)
H (-3.212, 2.172, -0.390)
H (-1.943, 2.552, -1.565)